Record 1
Computed, not measured: C74H52F5N8O2P2PtS as an isolated structure in a non-equilibrium geometry, with ωB97M-V/def2-TZVPD.

As for the gap between HOMO and LUMO: 4.21 eV. The HOMO energy comes out at -14.16 eV. Its net charge is +3.

Geometry (Å):
Pt (0.11229, 0.38328, -0.28580)
O (0.47742, -2.56478, 0.40379)
S (1.54952, -2.06604, 1.32104)
C (1.37658, -3.07710, 2.73246)
C (2.26232, -4.02253, 3.18383)
C (1.94557, -4.87739, 4.25733)
C (0.71393, -4.74957, 4.83449)
C (0.06711, -5.52324, 5.95301)
C (-1.30837, -4.84237, 6.16975)
C (-1.37063, -3.76344, 5.12448)
C (-2.33400, -2.84494, 4.81826)
C (-2.08101, -1.94102, 3.77282)
C (-0.92182, -1.91249, 3.00285)
P (-1.17569, -0.52479, 1.75663)
C (-1.61530, 0.87487, 2.83828)
C (-2.56925, 1.83788, 2.49204)
C (-2.84890, 2.90078, 3.33443)
C (-2.17975, 3.02883, 4.54340)
C (-1.26225, 2.06064, 4.92206)
C (-0.99263, 0.99117, 4.08418)
C (-2.65817, -1.04245, 0.86217)
C (-3.95224, -0.72172, 1.29314)
C (-5.04686, -1.13949, 0.55477)
C (-4.86942, -1.87523, -0.61485)
C (-3.59160, -2.21856, -1.02694)
C (-2.48925, -1.80913, -0.28538)
C (0.09485, -2.87080, 3.32123)
C (-0.18017, -3.75230, 4.37730)
C (3.15411, -2.31920, 0.71751)
C (3.58475, -3.52083, 0.19486)
C (4.92414, -3.71473, -0.19395)
C (5.81016, -2.68748, 0.01748)
C (7.29069, -2.58338, -0.23925)
C (7.69095, -1.17497, 0.27545)
C (6.39048, -0.52164, 0.65665)
C (6.08622, 0.73705, 1.09916)
C (4.73145, 1.06724, 1.29655)
C (3.68098, 0.17649, 1.11959)
P (2.03322, 0.97740, 1.28694)
C (1.99336, 1.02859, 3.12595)
C (1.92327, -0.11032, 3.91992)
C (2.17853, -0.05621, 5.27894)
C (2.50870, 1.14797, 5.88213)
C (2.60442, 2.28931, 5.10311)
C (2.35216, 2.23833, 3.74048)
C (2.08567, 2.72682, 0.84697)
C (1.08277, 3.51499, 1.42571)
C (1.03568, 4.87991, 1.19066)
C (1.98628, 5.47442, 0.37106)
C (2.99227, 4.70226, -0.19773)
C (3.04189, 3.33606, 0.02619)
C (4.00260, -1.18398, 0.80825)
C (5.34549, -1.45266, 0.51862)
H (3.22932, -4.11106, 2.70497)
H (2.66136, -5.61886, 4.58517)
H (0.68232, -5.50972, 6.85270)
H (-0.04457, -6.57041, 5.66820)
H (-1.39859, -4.41341, 7.16875)
H (-2.13688, -5.54212, 6.05729)
H (-3.27207, -2.78516, 5.35382)
H (-2.86523, -1.22149, 3.58567)
H (-3.13573, 1.74215, 1.58350)
H (-3.59893, 3.62580, 3.04681)
H (-2.39798, 3.86038, 5.20059)
H (-0.76795, 2.12222, 5.88260)
H (-0.33039, 0.21622, 4.43000)
H (-4.11924, -0.14485, 2.19223)
H (-6.04555, -0.89996, 0.89699)
H (-5.73059, -2.19865, -1.18484)
H (-3.44762, -2.82344, -1.91271)
H (-1.49964, -2.12053, -0.57254)
H (2.87351, -4.33549, 0.10687)
H (5.23608, -4.66521, -0.60635)
H (7.49281, -2.69531, -1.30606)
H (7.83920, -3.37833, 0.26609)
H (8.23031, -0.59172, -0.47057)
H (8.34270, -1.24357, 1.14831)
H (6.84463, 1.49018, 1.26650)
H (4.52167, 2.08389, 1.60222)
H (1.69477, -1.06666, 3.50091)
H (2.11913, -0.96484, 5.86477)
H (2.70692, 1.19379, 6.94479)
H (2.89501, 3.23142, 5.54884)
H (2.47916, 3.14576, 3.17350)
H (0.35079, 3.06632, 2.09272)
H (0.26496, 5.48120, 1.65607)
H (1.94622, 6.53851, 0.17901)
H (3.74813, 5.16717, -0.81636)
H (3.83911, 2.76578, -0.42350)
C (-5.20034, 2.56354, -0.76914)
N (-3.73465, 2.46533, -0.67945)
C (-2.96634, 1.38912, -0.76720)
N (-1.71620, 1.71046, -0.41474)
C (-1.80009, 3.04708, -0.14847)
N (-3.00027, 3.53292, -0.29834)
C (-5.78410, 2.64580, -2.15722)
C (-6.99876, 3.30448, -2.32201)
C (-7.63597, 3.29913, -3.55440)
C (-7.06888, 2.63907, -4.63303)
C (-5.84791, 1.99669, -4.47047)
C (-5.20615, 2.00193, -3.23554)
C (-5.21986, 1.29221, -5.58650)
N (-5.73154, 0.80997, -6.65901)
N (-4.67399, 0.21308, -7.36103)
C (-3.62847, 0.38982, -6.64313)
O (-3.88340, 1.06488, -5.48892)
C (-2.23449, 0.00898, -6.86288)
C (-1.88902, -1.07668, -7.66277)
C (-0.55530, -1.42852, -7.79143)
C (0.43006, -0.71095, -7.12225)
C (0.08334, 0.38661, -6.34294)
C (1.14148, 1.21316, -5.67047)
N (0.83454, 1.47306, -4.24852)
C (0.17609, 0.73804, -3.38072)
N (0.21354, 1.34906, -2.17845)
C (0.94366, 2.48189, -2.42021)
N (1.31897, 2.59320, -3.65808)
C (-1.24901, 0.74657, -6.22234)
H (-5.45488, 3.44858, -0.19072)
H (-5.59118, 1.69003, -0.24219)
H (-3.32306, 0.42365, -1.08806)
H (-0.96095, 3.65835, 0.12012)
H (-7.45949, 3.81344, -1.48374)
H (-8.57733, 3.81710, -3.67528)
H (-7.55595, 2.62400, -5.59867)
H (-4.25912, 1.48669, -3.13903)
H (-2.66453, -1.63384, -8.17138)
H (-0.27858, -2.27203, -8.40888)
H (1.46977, -0.99775, -7.22718)
H (1.25221, 2.19894, -6.11979)
H (2.11082, 0.71600, -5.70475)
H (-0.32645, -0.18385, -3.62495)
H (1.14380, 3.23114, -1.67637)
H (-1.53397, 1.61436, -5.63904)
F (3.15676, 0.95580, -1.39375)
C (2.76633, -0.28215, -1.73974)
C (1.49688, -0.72605, -1.41472)
C (1.12085, -1.90862, -2.04577)
F (-0.14656, -2.33029, -2.06299)
C (2.00172, -2.66513, -2.80185)
F (1.58402, -3.79003, -3.35941)
C (3.30729, -2.24358, -2.98865)
F (4.15954, -2.97373, -3.67935)
C (3.67914, -1.01682, -2.47909)
F (4.89633, -0.53360, -2.69405)

=====

Record 2
Computed, not measured: C8H8N4O4 as an isolated structure in a non-equilibrium geometry, with ωB97M-V/def2-TZVPD.

As for the gap between HOMO and LUMO: 9.10 eV. The HOMO energy comes out at -9.09 eV.

Geometry (Å):
C (-0.53954, -0.06720, 1.70823)
C (-1.62700, -1.27210, 0.10754)
C (-0.75479, -1.37176, 1.14620)
C (-2.10001, 1.16951, -0.01137)
C (0.48534, -0.48756, -1.45964)
C (2.21848, -0.60910, 0.23851)
C (1.38884, -1.26427, -0.66339)
C (1.42001, 1.55647, -0.41868)
H (-0.71758, 1.72981, 1.68442)
H (0.05828, -2.49647, 0.95635)
H (-1.72207, -2.17792, -0.38281)
H (-3.27056, -0.36291, -0.90248)
H (0.21925, 1.51311, -2.13292)
H (1.37155, -2.31503, -0.79499)
H (2.90384, -1.16042, 0.88472)
H (2.77278, 1.16035, 0.97302)
N (-1.31166, 1.05664, 1.16574)
N (-2.67219, -0.17453, -0.17071)
N (0.68821, 0.89248, -1.44729)
N (2.17738, 0.72002, 0.28717)
O (0.49175, 0.20287, 2.45588)
O (-2.54906, 2.05030, -0.71143)
O (-0.27543, -1.00058, -2.22909)
O (1.34417, 2.70827, -0.28298)

=====

Record 3
Computed, not measured: one molecule with the formula C3H8N2O in a non-equilibrium geometry, with ωB97M-V/def2-TZVPD.

As for the gap between HOMO and LUMO (spin up / spin down): 9.61 / 8.80 eV. The HOMO energy (spin up / spin down) comes out at -9.23 / -8.88 eV.

Geometry (Å):
C (-0.33524, -1.09293, -0.75280)
C (0.56507, -0.25379, 0.39885)
C (-0.20288, 0.30709, 1.62026)
N (1.30891, 0.76013, -0.27472)
N (-0.27031, 0.55999, -2.13150)
O (-1.09625, -0.12581, -1.33745)
H (0.43175, -1.54163, -1.50453)
H (-0.87685, -1.96997, -0.36816)
H (1.25224, -1.15342, 0.66641)
H (0.39242, 0.98213, 2.24079)
H (-0.48822, -0.44667, 2.26258)
H (-1.20977, 0.78826, 1.36434)
H (1.17997, 1.70521, 0.16932)
H (-0.65082, 1.48140, -2.35339)

=====

Record 4
Computed, not measured: C21H28ClN3O2SeYb as an isolated structure in a non-equilibrium geometry, with ωB97M-V/def2-TZVPD.

As for the gap between HOMO and LUMO (spin up / spin down): 2.88 / 4.99 eV. The spin multiplicity is 2. The HOMO energy (spin up / spin down) comes out at -0.34 / -2.47 eV. Its net charge is -1.

Geometry (Å):
Yb (-1.20723, 0.03316, 0.31199)
Cl (-3.18886, 0.90316, 1.79477)
N (0.14695, 2.22293, -0.05470)
N (-0.36697, -2.34293, 0.37931)
C (-0.82335, 2.95120, -0.55628)
C (-0.87806, -3.10466, -0.55356)
C (1.18777, 3.16339, 0.44367)
C (0.48026, 4.52104, 0.38696)
C (2.38703, 3.11795, -0.48721)
C (1.61482, 2.80586, 1.85618)
H (2.09214, 3.41161, -1.50347)
H (2.80190, 2.10317, -0.51340)
H (3.15495, 3.81218, -0.12376)
H (0.74878, 2.79566, 2.52515)
H (2.33487, 3.55377, 2.20963)
H (2.08206, 1.81565, 1.88720)
C (0.66724, -3.14166, 1.09608)
C (0.68354, -4.46445, 0.33197)
C (0.25568, -3.36171, 2.54306)
C (1.99964, -2.41724, 1.03285)
H (2.29873, -2.27452, -0.01250)
H (2.76073, -3.01766, 1.54558)
H (1.92011, -1.43963, 1.52265)
H (-0.68822, -3.91950, 2.57664)
H (0.13271, -2.39980, 3.04841)
H (1.03722, -3.94385, 3.04738)
O (-0.37854, -4.32174, -0.67930)
H (0.43449, -5.33996, 0.94883)
H (1.62336, -4.65348, -0.20553)
O (-0.74178, 4.26213, -0.40242)
H (1.04632, 5.31293, -0.12225)
H (0.16097, 4.87049, 1.38057)
C (-2.00185, 2.33547, -1.25188)
C (-1.96650, -2.64795, -1.46020)
C (-1.51314, -1.42627, -2.10622)
H (-2.86259, -2.46762, -0.86096)
H (-2.14977, -3.39573, -2.21983)
C (-1.71754, -0.12714, -1.75754)
C (-1.54956, 1.14413, -1.99806)
H (-3.00426, -0.19934, 1.20503)
C (-0.76914, 1.17015, -3.18250)
C (-0.35511, -0.03854, -3.73535)
C (-0.44579, 2.45568, -3.77176)
C (-0.70870, -1.30553, -3.25868)
H (0.26877, -0.00144, -4.62290)
C (-0.30174, -2.53796, -3.89521)
H (0.22540, -2.34522, -4.82917)
H (-1.13262, -3.20403, -4.15287)
H (0.38571, -3.12992, -3.27992)
H (-1.28605, 3.15616, -3.82396)
H (-0.08459, 2.34691, -4.79670)
H (0.36053, 2.97967, -3.24293)
H (-2.43191, 3.05892, -1.94432)
H (-2.75598, 2.05818, -0.50241)
Se (0.12949, 0.37471, 5.33844)
C (-0.00532, 0.18009, 3.58988)
N (-0.10700, 0.05312, 2.40225)

=====

Looking at energy for the records above, in order, we have -139819.66865 -22574.03710 -8262.82834 -140192.58925 eV.